Record 1
Computed, not measured: C5H8N2O as an isolated structure at a distorted geometry, with wB97M-V/def2-TZVPD.

Structure (ORCA input):
```
! wB97M-V def2-TZVPD RIJCOSX def2/J DEFGRID3
* xyz 0 1
C -0.52 1.17 -0.19
C 0.65 0.98 0.49
C -0.60 -0.77 -0.32
N 1.64 1.87 0.84
N -0.16 -1.08 -1.63
C 0.73 -0.49 0.67
C -1.67 -1.45 0.18
O -1.16 1.91 -0.89
H 2.01 1.82 1.78
H 1.52 2.82 0.50
H 0.60 -0.49 -1.93
H -0.91 -1.05 -2.31
H 0.41 -0.85 1.64
H 1.69 -0.92 0.37
H -2.06 -1.23 1.16
H -2.14 -2.26 -0.37
*
```

Properties
* total energy: -379.9302 Ha
* frontier orbital gap (alpha / beta): 6.37 / 6.27 eV
* largest force on an atom: 3.68 eV Å⁻¹
* ΔE to the lowest compared entry with this formula, charge and spin: 414.71 kJ/mol
* lowest unoccupied orbital energy (alpha / beta): -0.68 / -0.74 eV
* E_HOMO (alpha / beta): -7.05 / -7.01 eV

---

Record 2
Computed, not measured: an isolated ion of composition C3H7N2O3 and charge -1 at a distorted geometry, with wB97M-V/def2-TZVPD.

Structure (ORCA input):
```
! wB97M-V def2-TZVPD RIJCOSX def2/J DEFGRID3
* xyz -1 1
C 0.23 1.70 0.30
C 0.20 0.22 -0.19
O 0.61 0.19 -1.54
N 1.01 -0.62 0.72
N 0.97 -2.00 0.15
C -1.52 -0.23 0.03
O -2.04 -0.54 -1.05
O -1.89 -0.22 1.20
H 1.35 2.09 0.48
H 0.02 2.34 -0.57
H -0.35 1.73 1.23
H -0.30 0.09 -1.89
H 0.51 -0.51 1.58
H 0.99 -1.64 -0.77
H 0.23 -2.61 0.32
*
```

Properties
* total energy: -453.7468 Ha
* frontier orbital gap: 7.83 eV
* largest force on an atom: 3.75 eV Å⁻¹
* ΔE to the lowest compared entry with this formula, charge and spin: 369.93 kJ/mol
* lowest unoccupied orbital energy: 4.18 eV
* SMILES string: C[C@@](O)(NN)C(=O)[O-]
* E_HOMO: -3.65 eV

---

Record 3
Computed, not measured: a 12-piece molecular cluster, C42H54Cl12N6 overall at a distorted geometry, with wB97M-V/def2-TZVPD.

Structure (ORCA input):
```
! wB97M-V def2-TZVPD RIJCOSX def2/J DEFGRID3
* xyz 0 1
C 4.26 -3.23 -5.30
C 4.89 -3.08 -4.07
C 4.11 -2.79 -2.97
N 2.81 -2.54 -3.04
C 2.24 -2.68 -4.23
C 2.91 -3.07 -5.38
H 4.83 -3.51 -6.18
H 5.94 -3.32 -3.94
H 4.57 -2.69 -1.99
H 1.21 -2.36 -4.29
H 2.35 -3.10 -6.30
C -2.87 -0.61 5.39
C -1.71 -1.03 6.01
C -0.59 -1.25 5.20
N -0.62 -1.20 3.88
C -1.79 -0.87 3.29
C -2.92 -0.57 4.02
H -3.79 -0.38 5.92
H -1.55 -1.08 7.08
H 0.38 -1.43 5.65
H -1.70 -0.89 2.21
H -3.87 -0.39 3.53
C 0.91 4.40 4.35
C 0.13 3.27 4.20
C 0.08 2.37 5.26
N 0.69 2.59 6.42
C 1.42 3.67 6.55
C 1.54 4.63 5.57
H 0.99 5.10 3.53
H -0.43 3.10 3.29
H -0.55 1.49 5.22
H 1.87 3.75 7.54
H 2.18 5.49 5.71
C 3.73 1.92 -0.09
C 2.95 3.05 0.08
C 3.38 4.04 0.95
N 4.53 3.99 1.61
C 5.26 2.89 1.48
C 4.89 1.82 0.68
H 3.55 1.12 -0.79
H 2.09 3.26 -0.55
H 2.73 4.90 1.11
H 6.19 2.85 2.04
H 5.56 0.98 0.54
C -5.64 1.56 1.40
C -6.34 0.54 2.03
C -5.89 -0.76 1.87
N -4.87 -1.10 1.14
C -4.22 -0.12 0.52
C -4.55 1.22 0.62
H -5.97 2.59 1.37
H -7.28 0.76 2.53
H -6.45 -1.55 2.37
H -3.44 -0.42 -0.17
H -3.93 1.95 0.12
C -1.58 -4.12 3.42
C -0.72 -5.17 3.12
C -0.60 -5.55 1.80
N -1.33 -5.04 0.80
C -2.27 -4.16 1.15
C -2.39 -3.61 2.42
H -1.69 -3.74 4.43
H -0.14 -5.64 3.89
H 0.04 -6.39 1.54
H -2.81 -3.74 0.31
H -3.11 -2.83 2.58
Cl -0.96 -3.57 -6.20
C -1.96 -3.01 -4.81
C -1.47 -3.58 -3.50
Cl -1.65 -5.37 -3.50
H -2.97 -3.31 -5.05
H -1.84 -1.93 -4.82
H -2.05 -3.15 -2.69
H -0.41 -3.41 -3.36
Cl 2.70 -2.15 0.52
C 1.77 -2.67 1.96
C 2.76 -3.26 2.94
Cl 1.95 -3.88 4.41
H 1.01 -3.38 1.65
H 1.34 -1.78 2.43
H 3.47 -2.50 3.25
H 3.30 -4.09 2.50
Cl -0.34 5.52 0.62
C -1.71 5.45 -0.50
C -1.26 5.07 -1.88
Cl -0.70 3.37 -1.90
H -2.24 6.40 -0.53
H -2.39 4.70 -0.09
H -0.42 5.67 -2.19
H -2.10 5.12 -2.57
Cl 2.28 1.36 -3.26
C 3.29 2.30 -4.39
C 4.21 1.43 -5.23
Cl 3.27 0.26 -6.18
H 3.83 3.07 -3.84
H 2.57 2.72 -5.09
H 4.91 0.82 -4.66
H 4.77 2.10 -5.88
Cl -1.24 -1.48 -0.73
C -0.31 -0.07 -1.26
C 0.35 0.59 -0.13
Cl -0.82 1.38 0.98
H -0.98 0.64 -1.73
H 0.40 -0.45 -1.99
H 1.05 1.37 -0.40
H 0.91 -0.07 0.53
Cl -3.38 0.02 -3.78
C -2.78 1.50 -4.57
C -2.29 1.34 -5.97
Cl -0.76 0.43 -6.06
H -1.96 1.87 -3.96
H -3.56 2.25 -4.52
H -2.12 2.32 -6.40
H -3.00 0.80 -6.61
*
```

Properties
* total energy: -7483.6367 Ha
* frontier orbital gap: 9.01 eV
* largest force on an atom: 1.97 eV Å⁻¹
* ΔE to the lowest compared entry with this formula, charge and spin: 0.00 kJ/mol
* lowest unoccupied orbital energy: -0.03 eV
* SMILES string: c1ccncc1.c1ccncc1.c1ccncc1.c1ccncc1.c1ccncc1.c1ccncc1.ClCCCl.ClCCCl.ClCCCl.ClCCCl.ClCCCl.ClCCCl
* E_HOMO: -9.04 eV

---

Record 4
Computed, not measured: one molecule with the formula C4H8B2 at a distorted geometry, with wB97M-V/def2-TZVPD.

Structure (ORCA input):
```
! wB97M-V def2-TZVPD RIJCOSX def2/J DEFGRID3
* xyz 0 3
B 1.10 0.91 1.16
B -1.48 0.84 0.38
C 0.09 0.23 -1.43
C 0.22 -2.03 -0.16
C 0.23 -0.76 -0.42
C -0.01 0.63 0.10
H 2.03 0.22 1.08
H 0.72 1.46 2.17
H -2.48 0.02 0.35
H -1.81 2.02 0.50
H 0.94 0.76 -1.92
H -0.89 0.32 -2.06
H 0.23 -2.93 -0.83
H 0.36 -2.41 0.83
*
```

Properties
* total energy: -206.5753 Ha
* frontier orbital gap (alpha / beta): 5.44 / 6.34 eV
* largest force on an atom: 4.06 eV Å⁻¹
* ΔE to the lowest compared entry with this formula, charge and spin: 154.54 kJ/mol
* lowest unoccupied orbital energy (alpha / beta): 0.22 / -4.22 eV
* E_HOMO (alpha / beta): -5.22 / -10.56 eV

---

Record 5
Computed, not measured: a 2-piece molecular cluster, C3H6O2 overall, with wB97M-V/def2-TZVPD.

Structure (ORCA input):
```
! wB97M-V def2-TZVPD RIJCOSX def2/J DEFGRID3
* xyz 0 1
C 1.20 -0.37 -0.01
C -0.12 0.32 -0.28
O -0.21 1.18 -1.25
C -1.35 -0.54 0.08
O -2.31 -0.60 -0.64
H 2.02 0.36 -0.06
H 1.23 -0.90 0.94
H 1.34 -1.08 -0.84
H -0.24 1.14 0.97
H -0.29 1.58 0.07
H -1.27 -1.10 1.03
*
```

Properties
* total energy: -268.2156 Ha
* frontier orbital gap: 9.50 eV
* largest force on an atom: 0.65 eV Å⁻¹
* ΔE to the lowest compared entry with this formula, charge and spin: 497.86 kJ/mol
* lowest unoccupied orbital energy: -0.21 eV
* E_HOMO: -9.71 eV

---

Record 6
Computed, not measured: C18H13ClIN3O3STa as an isolated structure at a distorted geometry, with wB97M-V/def2-TZVPD.

Structure (ORCA input):
```
! wB97M-V def2-TZVPD RIJCOSX def2/J DEFGRID3
* xyz 3 1
Ta 0.61 -0.50 0.75
Cl 3.72 5.52 -0.67
C 3.39 3.93 -0.26
C 4.44 3.09 0.11
C 4.23 1.76 0.48
I 5.76 0.54 1.03
C 2.90 1.28 0.47
O 2.53 0.07 0.81
C 1.81 2.14 0.08
N 0.58 1.55 0.11
C -0.49 2.29 -0.22
C -0.36 3.63 -0.59
C 0.89 4.22 -0.63
C 2.01 3.46 -0.28
H 5.44 3.49 0.11
H -1.46 1.81 -0.15
H -1.25 4.19 -0.85
H 0.99 5.26 -0.92
N -3.23 0.85 1.09
C -3.12 0.53 2.50
C -1.77 0.01 2.93
O -1.27 -0.17 3.96
O -0.91 -0.36 1.70
H -3.93 1.57 0.97
H -3.57 0.05 0.57
H -3.83 -0.22 2.88
H -3.28 1.41 3.12
S 0.97 -4.94 0.01
C 1.34 -3.37 0.42
N 0.57 -2.43 -0.14
C -0.40 -3.00 -0.99
C -1.35 -2.32 -1.75
C -2.20 -3.08 -2.52
C -2.13 -4.48 -2.54
C -1.19 -5.16 -1.79
C -0.32 -4.39 -1.01
H 2.16 -3.14 1.09
H -1.40 -1.24 -1.77
H -2.94 -2.59 -3.14
H -2.81 -5.04 -3.16
H -1.12 -6.24 -1.81
*
```

Properties
* total energy: -2295.8128 Ha
* frontier orbital gap (alpha / beta): 4.35 / 3.93 eV
* largest force on an atom: 3.43 eV Å⁻¹
* ΔE to the lowest compared entry with this formula, charge and spin: 278.63 kJ/mol
* lowest unoccupied orbital energy (alpha / beta): -12.86 / -13.11 eV
* E_HOMO (alpha / beta): -17.21 / -17.04 eV

---

Record 7
Computed, not measured: a 2-piece molecular cluster, CH6NO overall at a distorted geometry, with wB97M-V/def2-TZVPD.

Structure (ORCA input):
```
! wB97M-V def2-TZVPD RIJCOSX def2/J DEFGRID3
* xyz 1 1
O -1.50 -0.12 -1.17
H -0.52 -0.19 0.08
H -2.47 -0.23 -1.30
H -1.10 -0.04 -2.06
C 1.47 0.26 0.59
N 0.24 0.03 0.92
H 1.90 -0.29 -0.33
H 2.04 0.77 1.36
H -0.06 -0.19 1.92
*
```

Properties
* total energy: -171.3864 Ha
* frontier orbital gap: 11.32 eV
* largest force on an atom: 2.47 eV Å⁻¹
* ΔE to the lowest compared entry with this formula, charge and spin: 106.67 kJ/mol
* lowest unoccupied orbital energy: -5.76 eV
* E_HOMO: -17.08 eV

---

Record 8
Computed, not measured: an isolated ion of composition C4H6NS2 and charge +1 at a distorted geometry, with wB97M-V/def2-TZVPD.

Structure (ORCA input):
```
! wB97M-V def2-TZVPD RIJCOSX def2/J DEFGRID3
* xyz 1 3
C 0.86 0.36 0.43
C 2.17 0.21 0.45
C 1.11 -0.99 -1.39
C -2.25 0.32 0.51
N 0.22 -0.27 -0.56
S 2.67 -0.77 -0.90
S -1.45 -0.14 -1.08
H 0.13 0.81 1.08
H 2.93 0.76 0.98
H 0.88 -1.62 -2.20
H -3.21 0.52 0.30
H -1.79 1.26 1.03
H -2.26 -0.44 1.35
*
```

Properties
* total energy: -1006.7166 Ha
* frontier orbital gap (alpha / beta): 6.67 / 5.99 eV
* largest force on an atom: 4.71 eV Å⁻¹
* lowest unoccupied orbital energy (alpha / beta): -4.01 / -8.12 eV
* E_HOMO (alpha / beta): -10.68 / -14.11 eV